No. 1
C51H42N4O5Os as an isolated structure. Source: the OMol25 dataset; level of theory: wB97M-V/def2-TZVPD.

Geometry (Å):
Os 0.2253 0.0280 0.0718
O 0.9797 -0.0124 -1.7522
C 0.2910 -0.0444 -2.9426
C -1.2467 -0.1369 -2.6838
C -1.7593 1.0214 -1.8868
C -2.7783 1.8212 -2.3872
C -3.2457 2.8860 -1.6377
C -2.6722 3.1322 -0.4027
C -1.6602 2.3035 0.0611
C -0.9950 2.5686 1.3751
C -1.1517 1.3635 2.3597
O -0.4638 0.2673 1.8973
C -2.6512 1.0822 2.5086
C -3.2244 -0.0020 1.8586
C -4.5723 -0.2773 2.0140
C -5.3566 0.5313 2.8182
C -4.7911 1.6218 3.4571
C -3.4451 1.8997 3.3045
C -0.5892 1.6736 3.7497
C 0.0289 2.8576 4.1217
C 0.5299 3.0079 5.4056
C 0.4229 1.9840 6.3291
C -0.1860 0.7962 5.9592
C -0.6867 0.6455 4.6819
N -1.2310 1.2562 -0.6695
C 0.8154 -1.2745 -3.6978
C 2.1912 -1.3263 -3.9028
C 2.7895 -2.4333 -4.4735
C 2.0145 -3.5105 -4.8692
C 0.6439 -3.4560 -4.6978
C 0.0446 -2.3522 -4.1083
C 0.6082 1.2068 -3.7651
C 0.4700 1.2367 -5.1474
C 0.8178 2.3743 -5.8552
C 1.3040 3.4919 -5.1950
C 1.4316 3.4700 -3.8175
C 1.0889 2.3327 -3.1096
H -1.3939 -1.0559 -2.1066
H -1.7739 -0.1955 -3.6374
H -3.1980 1.6096 -3.3588
H -4.0358 3.5154 -2.0128
H -2.9900 3.9789 0.1844
H -1.4285 3.4634 1.8193
H 0.0825 2.7114 1.2203
H -2.5939 -0.6376 1.2469
H -5.0101 -1.1317 1.5181
H -6.4033 0.3073 2.9602
H -5.4016 2.2517 4.0877
H -3.0065 2.7437 3.8195
H 0.1303 3.6792 3.4290
H 1.0081 3.9374 5.6788
H 0.8122 2.1098 7.3285
H -0.2761 -0.0146 6.6662
H -1.1585 -0.2780 4.3840
H 2.7914 -0.4807 -3.6030
H 3.8614 -2.4532 -4.6085
H 2.4781 -4.3816 -5.3105
H 0.0304 -4.2841 -5.0235
H -1.0269 -2.3547 -3.9800
H 0.0959 0.3680 -5.6732
H 0.7166 2.3880 -6.9306
H 1.5745 4.3776 -5.7527
H 1.8057 4.3350 -3.2890
H 1.2007 2.2976 -2.0331
C 7.8075 0.5846 0.7002
O 8.0366 -0.5216 1.5417
C 7.4310 -1.7023 1.2535
C 6.6464 -1.9355 0.1248
C 5.9511 -3.1187 0.0021
C 6.0496 -4.1127 0.9846
C 6.9586 -3.9291 2.0384
C 7.6221 -2.7361 2.1791
N 5.3466 -5.2857 0.9261
N 4.2247 -5.4422 0.4072
C 3.2172 -4.5895 0.2263
C 2.2502 -4.9515 -0.7431
C 1.1747 -4.1682 -1.0188
C 0.9683 -2.9116 -0.3550
O -0.1031 -2.2478 -0.5371
C 1.9784 -2.5049 0.5506
N 1.8898 -1.2080 1.1497
C 2.1431 -1.2023 2.5387
C 2.9737 -2.1276 3.0721
C 3.5011 -3.1787 2.2876
C 2.9715 -3.3980 1.0176
H 8.3347 1.4168 1.1612
H 6.7421 0.8282 0.6345
H 8.2115 0.4126 -0.3022
H 6.5582 -1.1875 -0.6493
H 5.3333 -3.2903 -0.8696
H 7.0747 -4.7185 2.7639
H 8.2804 -2.5577 3.0148
H 2.4213 -5.8700 -1.2854
H 0.4391 -4.4634 -1.7525
H 1.7493 -0.3583 3.0817
H 3.2332 -2.0620 4.1172
H 4.2028 -3.8693 2.7277
C 3.4305 -0.4184 -0.6439
C 2.5167 -0.0768 0.5061
O 2.5643 1.0071 1.0755
H 4.2964 -0.9291 -0.2238
H 3.7476 0.5042 -1.1235
H 2.9447 -1.0651 -1.3686

Calculated values
M ... 981.1 g mol⁻¹
HOMO level (alpha / beta) ... -6.97 / -6.57 eV
Net charge ... 0
Multiplicity ... 5
Frontier orbital gap (alpha / beta) ... 6.151 / 4.344 eV
Lowest unoccupied orbital energy (alpha / beta) ... -0.815 / -2.224 eV

***

No. 2
A 29-piece molecular cluster, C29H116N28O29 overall. Source: the OMol25 dataset; level of theory: wB97M-V/def2-TZVPD.

Geometry (Å):
O 17.5418 17.7999 10.3079
H 17.4791 17.5787 11.3060
H 16.6717 17.6161 9.9113
O 21.4418 18.2844 13.4615
H 21.6782 19.0588 12.9274
H 20.6652 17.8919 13.0115
O 20.2013 17.6167 15.7695
H 20.8129 17.9638 15.0960
H 19.7272 18.4287 16.0343
O 22.4725 13.3936 17.4951
H 22.6842 13.2689 16.5626
H 22.1914 12.5198 17.8522
O 17.7199 17.4657 19.1719
H 18.5890 17.0493 19.3463
H 17.4516 17.7823 20.0787
O 17.9979 20.1217 15.4983
H 17.1378 20.3913 15.0957
H 18.0491 20.4013 16.4332
O 13.0346 13.9902 15.4541
H 13.8244 14.3183 15.0531
H 12.4760 14.7351 15.6289
O 18.7309 18.1296 12.6091
H 18.6505 18.3305 13.5081
H 18.9709 18.9071 12.1072
O 13.3125 12.5949 17.5474
H 12.7750 11.8756 17.8050
H 13.0031 12.9931 16.7082
O 16.0129 12.5226 17.2764
H 15.0237 12.4462 17.2861
H 16.3316 12.6383 16.3388
C 19.2336 12.0160 18.6276
O 20.4178 11.7734 18.7791
N 18.3145 11.3603 19.3493
N 18.8529 12.7195 17.5323
H 17.3433 11.4953 19.1757
H 18.6526 10.7760 20.0715
H 19.4137 13.5491 17.3627
H 17.8781 12.9357 17.3781
C 14.2105 16.2308 18.8161
O 14.1036 17.4341 19.0053
N 13.1289 15.4788 18.4561
N 15.4145 15.6015 18.9806
H 12.3157 15.9847 18.5197
H 13.1363 14.5035 18.2826
H 16.2594 16.0979 18.8863
H 15.5168 14.6766 18.5594
C 18.7282 13.1332 14.1534
O 17.5157 13.0779 14.4216
N 19.4496 14.2737 14.3418
N 19.4269 12.0496 13.6593
H 20.4870 14.1341 14.4276
H 19.1105 14.9953 14.8972
H 20.4436 11.9567 13.8021
H 18.9145 11.2442 13.3398
C 12.3583 13.9807 6.8930
O 13.2418 13.3884 6.3022
N 12.3295 14.3320 8.1903
N 11.1669 14.4545 6.3231
H 12.9328 13.9382 8.9036
H 11.4435 14.3481 8.5841
H 10.5840 15.0341 6.8914
H 11.0843 14.3691 5.3301
C 10.7926 21.5171 12.3543
O 11.0428 22.6953 12.1397
N 9.5734 20.8999 12.3363
N 11.7766 20.4925 12.5359
H 8.7651 21.3326 12.0544
H 9.5233 20.0076 12.7200
H 11.4790 19.6555 13.0207
H 12.4310 20.8656 13.2372
C 13.4706 19.5537 16.1853
O 13.3104 20.3053 15.1764
N 12.4204 18.6398 16.5162
N 14.6032 19.4613 16.9353
H 12.3063 18.4383 17.4835
H 11.5339 18.9222 16.1158
H 15.2699 20.2396 16.7700
H 14.7585 18.7871 17.6752
C 22.7622 14.0681 13.4219
O 22.3806 13.3376 14.4307
N 23.0679 13.4825 12.2832
N 22.7717 15.4211 13.5366
H 23.0429 12.5280 12.2249
H 23.1137 14.1077 11.4421
H 23.0668 15.8824 12.6806
H 22.5689 15.9144 14.3749
C 19.7948 21.7002 12.5090
O 19.8612 20.6546 11.8861
N 19.8270 22.8732 11.9100
N 19.8455 21.6968 13.8724
H 19.8861 22.7717 10.8937
H 20.1629 23.6055 12.4791
H 19.4716 20.8166 14.3205
H 19.5880 22.5711 14.3440
C 16.4915 10.1466 14.6904
O 16.8244 9.9071 13.5186
N 17.3505 9.9104 15.7442
N 15.3149 10.6956 15.1945
H 17.2315 10.5846 16.5666
H 18.2617 9.8558 15.3040
H 15.1171 10.4448 16.1527
H 14.5580 10.7998 14.5800
C 10.8263 18.4815 8.8266
O 9.8572 17.9278 9.3004
N 11.1974 18.5239 7.5342
N 11.7282 19.1386 9.6597
H 11.9812 19.1714 7.2260
H 10.5933 18.1579 6.8404
H 12.4340 19.6715 9.2242
H 11.7113 19.0617 10.6999
C 21.9238 16.0150 10.0853
O 23.0175 15.7403 10.6573
N 21.8844 16.0999 8.7381
N 20.7804 16.2082 10.8195
H 21.0287 16.3774 8.3285
H 22.5948 15.7214 8.1453
H 19.8885 16.3254 10.4234
H 20.7645 16.0520 11.8203
C 14.9561 13.2744 11.1496
O 14.5883 13.1808 10.0044
N 15.0508 12.1712 12.0190
N 15.1997 14.4543 11.7786
H 15.7541 12.2199 12.7492
H 15.0549 11.3492 11.4992
H 15.2475 14.5066 12.7983
H 15.1065 15.2352 11.1830
C 20.9458 15.7801 19.4203
O 20.2408 16.6520 19.8959
N 20.5791 15.2868 18.1556
N 22.0158 15.1752 20.0022
H 20.3386 16.0662 17.6152
H 21.2696 14.6284 17.7080
H 22.2592 15.4469 20.9060
H 22.5437 14.4881 19.4600
C 15.1625 16.4117 7.8837
O 15.1502 17.3326 8.7227
N 15.4537 15.0936 8.0545
N 14.7913 16.6696 6.5365
H 15.1009 14.5818 8.8825
H 15.2675 14.5255 7.2187
H 14.5145 17.6237 6.3159
H 14.4277 15.9510 5.9296
C 20.7119 20.0450 18.2689
C 19.5204 20.6970 19.0153
C 19.4697 22.2664 18.8086
O 18.2822 20.2211 18.4873
H 20.6023 18.9713 18.4598
H 21.6474 20.2892 18.7050
H 20.6390 20.2966 17.1474
H 19.5483 20.4154 20.0600
H 18.4610 22.6942 19.1194
H 19.5034 22.4887 17.7498
H 20.3112 22.7729 19.2399
H 18.1755 19.3174 18.7395
C 17.8091 19.7980 7.4435
C 19.2481 19.2107 7.3726
C 20.3890 20.2557 7.5138
O 19.5289 18.1173 8.2513
H 17.1418 19.0161 7.1431
H 17.7332 20.6434 6.8207
H 17.6383 20.1119 8.4359
H 19.2959 18.8075 6.3530
H 20.3766 20.7330 8.4782
H 20.3658 20.8714 6.6320
H 21.2381 19.5176 7.4152
H 19.0960 18.3692 9.0596
C 9.2250 15.9007 13.2682
C 10.3973 16.5307 12.5047
C 10.8704 15.7547 11.2484
O 9.9802 17.9491 12.1886
H 9.4571 14.8977 13.7556
H 8.3884 15.8045 12.5212
H 8.8542 16.6246 14.0427
H 11.2786 16.5989 13.1295
H 10.0328 15.5183 10.5327
H 11.2632 14.7826 11.5714
H 11.5985 16.3871 10.8251
H 9.8256 17.9628 11.2358
C 16.6628 16.6464 15.7350
C 15.3758 16.2416 15.1045
C 15.0427 17.2346 14.0381
O 15.4104 14.8992 14.5594
H 16.9747 15.9313 16.5203
H 16.6229 17.6318 16.1855
H 17.5390 16.6029 15.0725
H 14.6305 16.3708 15.8492
H 15.8507 17.2431 13.2534
H 14.8170 18.2001 14.4614
H 14.1913 16.8041 13.4367
H 16.1303 14.2911 14.8180
C 15.2107 21.8944 12.1670
C 15.6991 22.4189 13.4531
C 14.9168 23.6174 13.9372
O 15.7950 21.4022 14.4375
H 15.4061 22.4889 11.3118
H 14.1310 21.7059 12.2659
H 15.6504 20.8970 12.0451
H 16.6840 22.7692 13.2643
H 15.1020 24.5980 13.3612
H 15.2072 23.7608 14.9869
H 13.8323 23.3938 14.0116
H 14.8811 20.9363 14.5070

Calculated values
M ... 1321.4 g mol⁻¹
HOMO level ... -9.72 eV
Net charge ... 0
Frontier orbital gap ... 9.664 eV
Lowest unoccupied orbital energy ... -0.052 eV

***

No. 3
C3H2F3N3O as an isolated structure. Source: the OMol25 dataset; level of theory: wB97M-V/def2-TZVPD.

Geometry (Å):
C 1.9762 0.3061 0.1854
C 1.6363 -0.9253 -0.3265
C -2.0511 0.2980 0.2390
N 0.9619 1.0825 -0.0144
N 0.3992 -0.9437 -0.7888
N 0.0825 0.2915 -0.5154
O -1.1678 0.7909 -0.6575
F -2.8143 1.2516 0.7509
F -1.4663 -0.4485 1.1279
F -2.8629 -0.5467 -0.4280
H 2.8541 0.4615 0.7906
H 2.4521 -1.6181 -0.3631

Calculated values
M ... 153.1 g mol⁻¹
HOMO level ... -10.61 eV
Net charge ... 0
Frontier orbital gap ... 11.577 eV
Lowest unoccupied orbital energy ... 0.969 eV